[1]
A cluster of 2 separate species, C6H10F4N in total at a distorted geometry. Source: OMol25; level of theory: wB97M-V/def2-TZVPD.

Geometry (Å):
C1 1.8593 2.2382 0.8397
C2 1.5425 1.0231 0.4362
C3 -1.8684 -0.0592 0.5554
C4 -1.6087 -0.0620 -0.9586
C5 -0.7050 -0.3570 1.4739
C6 2.2972 -0.0384 -0.1975
N1 -1.1395 -1.3863 -1.3856
F1 -0.1487 -1.5692 1.2676
F2 3.5532 0.2808 -0.6925
F3 1.6356 -0.6288 -1.2785
F4 2.4305 -0.9463 0.7334
H1 2.8179 2.7947 0.5414
H2 1.3374 2.8725 1.5998
H3 -2.7069 -0.8423 0.7957
H4 -2.2521 0.9588 0.9683
H5 -2.6832 0.1772 -1.4641
H6 -0.9491 0.6334 -1.2897
H7 -0.5731 0.0734 2.4791
H8 -1.7821 -1.9629 -1.7563
H9 -0.6974 -1.8932 -0.5469
H10 -0.3593 -1.3066 -2.1208

**Charge**: +1
**Multiplicity**: 1
**HOMO-LUMO gap (spin up / spin down)**: 9.4 / 8.2 eV
**DFT total energy**: -688.40695 Ha
**ΔE to the lowest compared entry with this formula, charge and spin**: 0.0 kJ/mol

Atomic partial charges in e from the natural (NBO) method, atoms 1 to 4: atom 1 (C): -0.43, atom 2 (C): -0.05, atom 3 (C): -0.55, atom 4 (C): -0.22

=====

[2]
An isolated molecule of C6H10F4N2O at a distorted geometry. Source: OMol25; level of theory: wB97M-V/def2-TZVPD.

Geometry (Å):
H1 -1.1557 -0.0740 3.7316
N1 -0.7773 0.5697 2.9562
N2 -1.3805 0.1333 1.9606
C1 -0.9210 0.7178 0.6199
F1 -0.4956 1.9717 0.8550
C2 -2.1882 0.7375 -0.1870
F2 -2.7136 -0.4526 -0.5018
F3 -3.1982 1.3855 0.4772
F4 -2.0849 1.3293 -1.3809
C3 0.2966 -0.2175 0.1743
C4 -0.1240 -1.7818 0.0622
O1 1.3089 -0.1208 1.1210
C5 0.8871 0.3647 -1.1235
C6 2.1797 -0.2646 -1.6614
H2 -0.8917 -1.8840 0.7413
H3 0.8726 -2.2354 0.3088
H4 -0.4219 -1.7773 -0.9182
H5 1.8033 0.7922 1.1859
H6 0.2461 0.4771 -1.9766
H7 1.2056 1.3792 -0.9160
H8 2.5662 0.4962 -2.3190
H9 2.0685 -1.1884 -2.2610
H10 2.9178 -0.3577 -0.9486

**Multiplicity**: 1
**HOMO-LUMO gap**: 10.2 eV
**DFT total energy**: -818.75982 Ha
**ΔE to the lowest compared entry with this formula, charge and spin**: 55.1 kJ/mol
**SMILES**: [H]/N=N/[C@](F)(C(F)(F)F)[C@](C)(O)CC

Atomic partial charges in e from the natural (NBO) method, atoms 1 to 4: atom 1 (H): 0.33, atom 2 (N): -0.27, atom 3 (N): -0.16, atom 4 (C): 0.31

=====

[3]
The ion C6H10FINO3 with charge +1 at a distorted geometry. Source: OMol25; level of theory: wB97M-V/def2-TZVPD.

Geometry (Å):
N1 -2.2322 0.3772 0.9794
C1 -1.1219 0.1591 -0.0551
O1 -1.3290 -0.9206 -0.8513
C2 -0.2877 -1.7135 -1.0491
C3 0.6189 -1.5275 0.2088
C4 0.3656 -0.1295 0.6756
F1 0.1042 -0.1028 1.9689
C5 1.2276 1.0690 0.1955
O2 2.3860 0.6383 -0.4462
I1 4.0474 0.1253 0.5725
C6 0.4036 1.6419 -0.9996
O3 -0.9957 1.3743 -0.6187
H1 -2.6904 -0.4648 1.3910
H2 -2.9125 0.9605 0.5610
H3 -1.8467 1.0313 1.6395
H4 0.3282 -1.1751 -1.7839
H5 -0.7131 -2.6966 -1.3431
H6 0.2183 -2.2349 0.9494
H7 1.6015 -1.8279 0.0822
H8 1.4668 1.6721 1.0433
H9 0.6374 2.7093 -1.2151
H10 0.7236 1.0351 -1.9051

**Charge**: +1
**Multiplicity**: 1
**HOMO-LUMO gap**: 8.7 eV
**DFT total energy**: -912.32540 Ha
**ΔE to the lowest compared entry with this formula, charge and spin**: 0.0 kJ/mol
**SMILES**: [NH3+][C@]12OCC[C@@]1(F)[C@@H](OI)CO2

Atomic partial charges in e from the natural (NBO) method, atoms 1 to 4: atom 1 (N): -0.70, atom 2 (C): 0.63, atom 3 (O): -0.50, atom 4 (C): -0.05

=====

[4]
A structure of composition C6H10FN at a distorted geometry. Source: OMol25; level of theory: wB97M-V/def2-TZVPD.

Geometry (Å):
C1 -2.5164 0.9499 0.3101
C2 -1.7813 -0.3399 0.0221
C3 -0.5710 -0.6103 -0.2627
C4 0.4997 0.3627 0.2782
C5 1.7094 0.6225 -0.7739
C6 2.2237 -0.7253 -0.1477
H1 -2.0124 2.3142 -0.2848
H2 -4.0572 0.4964 -0.3607
H3 -2.4796 0.6013 1.6470
H4 -0.3671 -1.5166 -1.0126
H5 0.0130 1.3195 0.8295
H6 2.4273 1.4287 -0.3889
H7 1.8170 0.6816 -2.0655
H8 3.3989 -0.9865 0.1346
H9 1.9531 -1.8307 -0.5700
H10 1.2228 -1.1329 1.8206
N1 1.3944 -0.4865 1.0890
F1 -2.8743 -1.1480 -0.2641

**Multiplicity**: 1
**HOMO-LUMO gap**: 8.4 eV
**DFT total energy**: -388.84970 Ha
**ΔE to the lowest compared entry with this formula, charge and spin**: 958.1 kJ/mol

Atomic partial charges in e from the natural (NBO) method, atoms 1 to 4: atom 1 (C): -0.69, atom 2 (C): 0.29, atom 3 (C): -0.32, atom 4 (C): -0.04

=====

[5]
A cluster of 2 separate species, C6H10FN2 in total at a distorted geometry. Source: OMol25; level of theory: wB97M-V/def2-TZVPD.

Geometry (Å):
C1 -2.6773 0.4665 0.1689
C2 -1.4015 0.9773 -0.0543
C3 -2.5242 -0.8074 0.6832
C4 -0.4798 -0.0009 0.3467
C5 1.4714 -0.8282 -1.9835
C6 0.9280 -0.0096 0.2692
N1 -1.2076 -1.0775 0.7819
N2 1.6256 1.2627 0.0727
F1 2.4654 0.0612 -2.2033
H1 -3.6050 0.9647 -0.0302
H2 -1.1894 1.9493 -0.4573
H3 -3.2739 -1.5145 0.9783
H4 1.8292 -1.8355 -1.8701
H5 0.5823 -0.6085 -2.5490
H6 1.4985 -0.7633 0.7893
H7 -0.8178 -1.9404 1.1276
H8 2.1246 1.5672 0.9185
H9 0.9351 1.9804 -0.1908
H10 2.3134 1.1743 -0.7034

**Charge**: +1
**Multiplicity**: 1
**HOMO-LUMO gap (spin up / spin down)**: 7.7 / 7.4 eV
**DFT total energy**: -443.64908 Ha
**ΔE to the lowest compared entry with this formula, charge and spin**: 313.8 kJ/mol

Atomic partial charges in e from the natural (NBO) method, atoms 1 to 4: atom 1 (C): -0.28, atom 2 (C): -0.26, atom 3 (C): 0.00, atom 4 (C): 0.01

=====

[6]
A cluster of 2 separate species, C6H10FN2O in total at a distorted geometry. Source: OMol25; level of theory: wB97M-V/def2-TZVPD.

Geometry (Å):
C1 -0.6228 -1.2836 -2.4082
C2 -0.3036 -1.6551 -1.1085
C3 -1.4564 -0.4473 -2.9761
C4 1.3754 2.4126 -0.7181
C5 1.2269 1.9962 0.5626
C6 -0.9577 -1.3780 0.0870
N1 -0.6114 -1.7351 1.3419
N2 -1.9298 -0.1492 -0.0039
O1 -1.9749 0.4412 -3.5051
F1 -0.0389 1.6351 1.0419
H1 -0.3341 -2.0017 -3.1965
H2 0.2975 -2.5556 -0.9545
H3 2.3452 2.6297 -1.0340
H4 0.4550 2.3904 -1.2770
H5 2.1035 1.9597 1.2747
H6 0.2485 -2.3991 1.3208
H7 -0.5805 -0.9560 2.0482
H8 -2.6854 -0.2478 0.6762
H9 -2.3343 -0.2339 -0.9691
H10 -1.4888 0.7609 0.2923

**Charge**: +1
**Multiplicity**: 1
**HOMO-LUMO gap**: 8.2 eV
**DFT total energy**: -518.86941 Ha
**ΔE to the lowest compared entry with this formula, charge and spin**: 291.7 kJ/mol

Atomic partial charges in e from the natural (NBO) method, atoms 1 to 4: atom 1 (C): -0.57, atom 2 (C): -0.27, atom 3 (C): 0.69, atom 4 (C): -0.45

=====

[7]
A cluster of 2 separate species, C6H10FN3O2PS in total at a distorted geometry. Source: OMol25; level of theory: wB97M-V/def2-TZVPD.

Geometry (Å):
N1 4.0769 0.1868 -0.6344
C1 2.8190 0.7970 -0.7773
C2 2.7019 2.1769 -0.7497
C3 1.4440 2.7261 -0.8422
F1 1.3045 4.0220 -0.7870
C4 0.3017 1.9424 -0.9686
C5 0.4823 0.5840 -0.9938
P1 -0.9155 -0.6132 -1.0808
S1 -0.3345 -2.2823 -0.2610
N2 1.7075 0.0466 -0.9078
H1 4.0019 -0.6663 -0.0897
H2 4.4628 -0.0292 -1.5499
H3 3.5995 2.7585 -0.6393
H4 -0.6651 2.4112 -1.0342
H5 -1.9377 0.0397 -0.3714
H6 -1.3439 -0.7307 -2.4125
H7 1.8011 -0.9715 -0.9052
C6 -3.4182 -2.4232 2.1822
N3 -3.2891 -0.9432 2.0965
O1 -3.8080 -0.3832 1.1452
O2 -2.6651 -0.3880 2.9693
H8 -3.9929 -2.7640 1.3297
H9 -2.4129 -2.8324 2.1674
H10 -3.9201 -2.6642 3.1142

**Charge**: +1
**Multiplicity**: 1
**HOMO-LUMO gap**: 8.2 eV
**DFT total energy**: -1388.45433 Ha

Atomic partial charges in e from the natural (NBO) method, atoms 1 to 4: atom 1 (N): -0.81, atom 2 (C): 0.45, atom 3 (C): -0.30, atom 4 (C): 0.52

=====

[8]
A cluster of 2 separate species, C6H10FO4S in total at a distorted geometry. Source: OMol25; level of theory: wB97M-V/def2-TZVPD.

Geometry (Å):
C1 0.7986 -1.6612 -0.4361
C2 0.3715 -2.8346 0.3656
C3 -1.5732 0.4209 -1.0641
C4 -1.9953 2.1340 0.5678
C5 -1.4295 0.9807 0.3515
C6 0.7954 -0.4123 0.3523
O1 3.4047 0.3051 -0.0906
O2 0.9095 -1.7016 -1.6643
O3 1.7515 2.0392 0.8272
O4 1.7807 1.2647 -1.5367
F1 1.3407 -0.5875 1.7368
S1 2.0206 0.7850 -0.2236
H1 -0.6458 -3.1702 0.0052
H2 0.4074 -2.6949 1.4670
H3 1.0546 -3.6379 -0.0801
H4 -1.2899 -0.6960 -0.8908
H5 -0.6334 0.8588 -1.4949
H6 -2.4904 0.7138 -1.5342
H7 0.8029 2.2003 0.8747
H8 -2.0082 2.4791 1.5951
H9 -2.0987 2.8920 -0.2414
H10 -1.2738 0.3224 1.1138

**<S²>**: 2.009
**Charge**: -1
**Multiplicity**: 3
**HOMO-LUMO gap (spin up / spin down)**: 4.2 / 7.1 eV
**DFT total energy**: -1033.43945 Ha
**ΔE to the lowest compared entry with this formula, charge and spin**: 326.3 kJ/mol

Atomic partial charges in e from the natural (NBO) method, atoms 1 to 4: atom 1 (C): 0.07, atom 2 (C): -0.69, atom 3 (C): -0.70, atom 4 (C): -0.46

=====

[9]
A cluster of 2 separate species, C6H10I2Si in total at a distorted geometry. Source: OMol25; level of theory: wB97M-V/def2-TZVPD.

Geometry (Å):
C1 1.0381 0.6313 -2.9274
C2 -0.2261 -0.9478 2.8675
C3 0.3401 -0.0699 -2.0401
C4 -0.4165 0.1086 2.2102
C5 -0.7929 -1.0685 -2.2966
C6 -1.0160 1.4187 2.2626
Si1 0.8909 -0.1198 -0.1757
I1 2.3567 -2.0755 0.0526
I2 2.3860 1.7444 0.2994
H1 1.7461 1.3542 -2.5968
H2 0.7887 0.6093 -3.9723
H3 0.5190 -1.6845 2.5974
H4 -0.6890 -1.3546 3.8470
H5 -1.3664 -1.0930 -3.1941
H6 -1.6505 -0.8151 -1.5784
H7 -0.3415 -2.0396 -2.1220
H8 -1.2095 1.8177 1.2504
H9 -0.3332 2.0851 2.6693
H10 -2.0237 1.4988 2.8469

**Multiplicity**: 1
**HOMO-LUMO gap (spin up / spin down)**: 7.5 / 7.5 eV
**DFT total energy**: -1119.42393 Ha
**ΔE to the lowest compared entry with this formula, charge and spin**: 9.0 kJ/mol

Atomic partial charges in e from the natural (NBO) method, atoms 1 to 4: atom 1 (C): -0.36, atom 2 (C): -0.51, atom 3 (C): -0.45, atom 4 (C): 0.06

=====

[10]
A cluster of 2 separate species, C6H10I3N2 in total at a distorted geometry. Source: OMol25; level of theory: wB97M-V/def2-TZVPD.

Geometry (Å):
C1 -0.3456 1.0543 -1.5703
C2 -0.2543 0.9007 -0.2750
C3 1.2658 -2.2020 -2.5719
C4 1.8625 -3.9616 -0.8796
C5 -1.9844 1.2560 1.4204
C6 0.0804 2.4598 1.6786
N1 1.6991 -2.9749 -1.8294
N2 -0.8600 1.8269 0.7360
I1 -1.4248 2.6036 -2.4787
I2 0.7942 -0.7375 0.6330
I3 0.8764 -0.6835 -3.7705
H1 2.1210 -3.5280 0.1446
H2 2.5859 -4.7542 -1.1729
H3 0.9914 -4.4498 -0.7874
H4 -1.6587 0.3923 2.0192
H5 -2.5499 1.9047 1.9782
H6 -2.7409 0.9066 0.7615
H7 0.0945 1.7006 2.5370
H8 0.9485 2.3862 1.1223
H9 -0.3209 3.2722 2.1516
H10 -1.1801 2.6276 0.1533

**Charge**: +1
**Multiplicity**: 1
**HOMO-LUMO gap**: 6.5 eV
**DFT total energy**: -1236.75753 Ha

Atomic partial charges in e from the natural (NBO) method, atoms 1 to 4: atom 1 (C): -0.50, atom 2 (C): -0.24, atom 3 (C): 0.32, atom 4 (C): -0.45

=====

[11]
A structure of composition C6H10LiNaO3 at a distorted geometry. Source: OMol25; level of theory: wB97M-V/def2-TZVPD.

Geometry (Å):
C1 -2.4278 -0.2847 -1.0790
C2 -1.7613 0.3313 -0.0667
C3 -0.9961 -0.4015 0.9630
C4 -1.0960 0.1080 2.2747
O1 -0.2191 0.0281 3.1972
O2 -3.0984 0.2946 -2.0375
Na1 -4.0879 2.2514 -3.1045
Li1 1.5762 0.0807 2.7227
H1 -2.3013 -1.3826 -1.1676
H2 -1.5677 1.4091 -0.1397
H3 -0.9297 -1.4941 0.8880
H4 -2.0818 0.5079 2.5894
C5 1.9508 0.0299 -1.3753
C6 2.7326 -0.2686 -0.1019
O3 1.8114 -0.2732 0.9506
H5 2.6061 -0.0133 -2.2572
H6 1.1188 -0.6883 -1.4317
H7 1.4230 0.9904 -1.2597
H8 3.6391 0.3663 -0.0923
H9 3.1799 -1.2765 -0.1730
H10 0.5292 -0.3150 0.7006

**Multiplicity**: 1
**HOMO-LUMO gap**: 3.7 eV
**DFT total energy**: -630.10393 Ha
**ΔE to the lowest compared entry with this formula, charge and spin**: 110.3 kJ/mol

Atomic partial charges in e from the natural (NBO) method, atoms 1 to 4: atom 1 (C): 0.23, atom 2 (C): -0.44, atom 3 (C): -0.67, atom 4 (C): 0.41

=====

[12]
The ion C6H10N with charge +1 at a distorted geometry. Source: OMol25; level of theory: wB97M-V/def2-TZVPD.

Geometry (Å):
C1 0.9974 -0.1904 1.4142
C2 0.5046 0.1403 0.0064
C3 1.4673 1.0633 -0.7773
C4 -0.1767 -0.8921 -0.8627
N1 -1.3306 -1.2054 0.0232
C5 -2.2626 -0.0953 -0.3055
C6 -0.9075 0.2867 -0.4451
H1 0.4992 0.4659 2.1616
H2 1.9923 -0.1225 1.2624
H3 0.8353 -1.1947 1.6687
H4 0.9454 2.0675 -0.7625
H5 1.8015 0.7908 -1.8185
H6 2.4713 1.2191 -0.1576
H7 0.0848 -1.3790 -1.8246
H8 -1.2176 -1.2994 1.0846
H9 -2.7482 0.4984 0.5029
H10 -2.9560 -0.1533 -1.1703

**Charge**: +1
**Multiplicity**: 1
**HOMO-LUMO gap**: 11.4 eV
**DFT total energy**: -288.92048 Ha
**ΔE to the lowest compared entry with this formula, charge and spin**: 426.6 kJ/mol
**SMILES**: CC1(C)[C@H]2[N@@H+]3C[C@]231

Atomic partial charges in e from the natural (NBO) method, atoms 1 to 4: atom 1 (C): -0.63, atom 2 (C): 0.01, atom 3 (C): -0.65, atom 4 (C): -0.05

=====

[13]
The ion C6H10N with charge +1 at a distorted geometry. Source: OMol25; level of theory: wB97M-V/def2-TZVPD.

Geometry (Å):
C1 0.2874 0.5645 -0.5290
C2 1.5603 -0.0086 -0.3014
C3 -0.9882 1.1746 -0.1886
C4 -1.8554 0.0894 0.6237
C5 0.7083 -0.4971 -1.2560
C6 2.7214 0.0994 0.5326
N1 -1.5940 -1.1170 -0.1842
H1 -0.8724 2.1886 0.4061
H2 -1.4613 1.4186 -1.0986
H3 -1.5352 -0.0576 1.6123
H4 -2.8952 0.4774 0.6116
H5 0.6545 -1.2237 -2.0864
H6 2.8743 -0.9204 0.9131
H7 2.4181 0.7042 1.3259
H8 3.5899 0.3565 -0.0236
H9 -1.2343 -1.9412 0.3792
H10 -2.3783 -1.3074 -0.7366

**Charge**: +1
**Multiplicity**: 1
**HOMO-LUMO gap**: 10.0 eV
**DFT total energy**: -289.01280 Ha
**ΔE to the lowest compared entry with this formula, charge and spin**: 184.2 kJ/mol

Atomic partial charges in e from the Löwdin method, atoms 1 to 4: atom 1 (C): -0.05, atom 2 (C): -0.05, atom 3 (C): -0.10, atom 4 (C): -0.16

=====

no.,molar mass (g/mol)
1,172.15
2,202.15
3,290.05
4,115.15
5,129.16
6,145.16
7,238.20
8,197.21
9,364.04
10,490.87
11,160.07
12,96.15
13,96.15